The following is a quantum chemistry calculation of C10H19N2OS as an isolated structure at a distorted geometry, from OMol25.

## Properties
total charge: +1
electronic energy: -26532.08493 eV
F_max: 4.34 eV Å⁻¹
E_HOMO: -11.38 eV
Kohn-Sham gap: 8.15 eV
ΔE to the lowest compared entry with this formula, charge and spin: 290.5 kJ/mol

XYZ file:
```
33
Properties=species:S:1:pos:R:3:nbo_charge:R:1
S -1.02 -2.55 -0.72 0.13
O 0.55 -0.79 1.42 -0.64
N 2.60 -0.44 0.10 -0.37
N -0.99 0.29 0.09 -0.45
C 3.66 0.31 0.79 -0.41
C -2.60 1.28 -1.30 -0.41
C -2.29 -0.14 0.65 0.21
C 0.26 -0.25 0.37 0.68
C 1.39 0.22 -0.55 -0.32
C 3.12 -1.53 -0.80 -0.40
C -3.39 0.46 -0.18 -0.42
C -1.08 1.06 -1.18 -0.23
C -2.22 -2.02 0.12 -0.31
C -2.39 -0.19 2.13 -0.66
H -3.04 1.11 -2.30 0.23
H -2.39 0.88 2.60 0.23
H 3.77 -2.11 -0.22 0.23
H 2.29 -2.12 -1.03 0.22
H 4.21 -0.40 1.44 0.24
H -2.90 -2.56 0.76 0.20
H 3.57 -1.18 -1.66 0.22
H -4.01 1.04 0.40 0.22
H -3.37 -0.70 2.39 0.23
H -0.79 0.49 -2.12 0.21
H -1.54 -0.70 2.56 0.25
H -3.94 -0.35 -0.65 0.23
H -0.56 1.97 -1.13 0.21
H 2.21 -1.11 0.83 0.48
H -2.93 2.23 -1.04 0.22
H 1.48 1.33 -0.40 0.26
H 1.49 -0.12 -1.60 0.26
H 3.33 1.17 1.25 0.23
H 4.37 0.64 0.06 0.22
```